Computed, not measured: a cluster of 9 separate species, C33H72BClN2O13S9 in total at a distorted geometry, with wB97M-V/def2-TZVPD.

The geometry in XYZ format:
```
131
C33H72BClN2O13S9, DFT wB97M-V/def2-TZVPD
C -1.9004 0.9506 -1.1345
O -1.6696 0.6128 -2.5335
C -0.3380 0.0017 -2.7061
C -0.2087 -0.4371 -4.2536
C -0.3365 -2.0606 -4.4845
C -1.4676 -2.7305 -3.5150
C -1.9096 -4.2208 -3.9602
C -3.3889 -4.5133 -3.3813
C -3.4313 -5.3417 -1.9986
C -3.2434 -4.4632 -0.6683
C -2.1023 -4.9246 0.3885
O -1.2813 -6.0918 0.0523
B -0.0001 -5.5349 -0.4035
O 0.1831 -4.7472 -1.6068
O 1.1914 -5.7447 0.4442
C -1.8093 -4.2141 1.7502
Cl -0.5746 -4.7222 3.0030
C -2.6944 -2.8894 2.0914
N -2.4401 -2.1426 3.3434
S -3.6231 -0.8615 3.1513
N -4.4417 -1.2076 1.6558
C -3.8274 -2.4080 1.0778
C -4.1046 -3.2010 -0.2678
C -5.2913 -2.6719 -1.2096
C -6.7476 -2.6246 -0.2586
C -7.2579 -1.0555 0.1358
O -7.9641 -2.0178 -0.9553
H -3.0399 1.1536 -1.0211
H -1.3031 1.9049 -0.8375
H -1.5340 0.1004 -0.4496
H -0.1797 -0.8677 -1.9668
H 0.5030 0.7796 -2.4698
H 0.7943 -0.0896 -4.7199
H -1.0773 0.0829 -4.8361
H -0.7186 -2.1632 -5.5849
H 0.6882 -2.5905 -4.4121
H -2.4092 -2.0497 -3.6466
H -1.1886 -2.7043 -2.3993
H -1.1309 -5.0407 -3.7437
H -2.0169 -4.1895 -5.1248
H -3.9240 -5.1828 -4.1776
H -3.9628 -3.5183 -3.3770
H -2.6377 -6.1882 -2.0884
H -4.4498 -5.9038 -1.8882
H 0.6897 -3.9406 -1.3439
H 1.5003 -4.8052 0.6063
H -5.1306 -1.6018 -1.5936
H -5.5923 -3.4247 -2.0393
H -6.9030 -3.4938 0.5776
H -8.2992 -0.9037 0.5985
H -6.6253 -0.2309 -0.3677
C 1.0450 -1.2434 4.4510
S 1.2269 -0.3781 2.8757
O 1.7910 -1.3542 1.8881
C 2.5755 0.6995 3.4014
H 0.2680 -2.0025 4.3410
H 1.9867 -1.7240 4.7222
H 0.7494 -0.5340 5.2259
H 3.4236 0.0995 3.7368
H 2.2311 1.3473 4.2094
H 2.8798 1.3134 2.5520
C 3.1392 -0.5135 9.0852
S 4.1180 -0.5592 7.5670
O 3.2519 -0.0478 6.4593
C 4.1659 -2.3600 7.4299
H 2.9513 0.5297 9.3441
H 2.1874 -1.0259 8.9310
H 3.6968 -0.9914 9.8929
H 3.1504 -2.7579 7.3784
H 4.6900 -2.7778 8.2916
H 4.7043 -2.6229 6.5177
C 4.6746 4.4870 1.2060
S 3.3391 4.5888 2.4172
O 2.2318 3.7009 1.9412
C 2.8713 6.2915 2.0357
H 5.0970 3.4813 1.2396
H 4.2862 4.6833 0.2045
H 5.4507 5.2128 1.4567
H 2.5948 6.3755 0.9827
H 3.7065 6.9582 2.2594
H 2.0163 6.5627 2.6576
C -11.7286 -1.6658 0.9456
S -11.6972 0.1115 0.6214
O -10.2639 0.5164 0.4826
C -12.2447 0.6117 2.2689
H -11.3820 -2.1864 0.0513
H -11.0688 -1.9041 1.7823
H -12.7503 -1.9770 1.1719
H -11.5531 0.2320 3.0237
H -13.2497 0.2263 2.4521
H -12.2632 1.7020 2.3107
C -3.8142 6.0949 -2.1104
S -3.1419 4.4611 -2.4907
O -3.6157 3.5225 -1.4260
C -1.4226 4.8759 -2.1223
H -4.8975 6.0610 -2.2371
H -3.5782 6.3648 -1.0791
H -3.3930 6.8314 -2.7975
H -1.3344 5.2213 -1.0902
H -1.0792 5.6521 -2.8090
H -0.8145 3.9797 -2.2572
C 3.1549 -4.2772 -5.6878
S 4.2506 -3.2444 -4.6887
O 4.5192 -1.9936 -5.4640
C 5.7043 -4.3050 -4.8498
H 2.1837 -3.7846 -5.7574
H 3.5708 -4.4019 -6.6896
H 3.0329 -5.2501 -5.2076
H 5.9620 -4.4279 -5.9037
H 5.4989 -5.2771 -4.3973
H 6.5369 -3.8319 -4.3264
C 6.3820 6.2903 -2.7779
S 4.5853 6.3618 -2.9549
O 3.9897 5.6921 -1.7564
C 4.4864 5.1963 -4.3315
H 6.6722 6.9235 -1.9380
H 6.6972 5.2633 -2.5832
H 6.8530 6.6617 -3.6900
H 4.9191 4.2370 -4.0406
H 5.0192 5.6033 -5.1931
H 3.4356 5.0557 -4.5905
C 8.1310 4.1462 3.9939
S 9.1079 4.1001 2.4744
O 8.2399 4.6107 1.3668
C 9.1566 2.2993 2.3390
H 7.9427 5.1895 4.2524
H 7.1793 3.6330 3.8415
H 8.6901 3.6692 4.8012
H 8.1413 1.9008 2.2894
H 9.6822 1.8827 3.2005
H 9.6939 2.0358 1.4265
```

Multiplicity: 1
Energy (eV): -175686.3910
Highest occupied orbital energy (Eh): -0.2954
Gap between HOMO and LUMO (Eh): 0.25856
Strongest force on any atom (Eh/bohr): 0.136

Results of the Mulliken charge analysis, in e, for atoms 1 through 6: -0.297 -0.349 -0.095 -0.758 -0.283 0.121

---

Computed, not measured: a structure of composition C13H17IN2OSr at a distorted geometry, with wB97M-V/def2-TZVPD.

The geometry in XYZ format:
```
35
C13H17IN2OSr, DFT wB97M-V/def2-TZVPD
C -4.0982 3.2204 1.1628
C -3.7885 4.0007 -0.1267
H -4.9044 2.4931 0.9977
H -4.4512 3.9270 1.9292
H -3.2462 2.6715 1.5830
H -3.3132 3.3900 -0.9052
H -4.7332 4.3831 -0.5298
H -3.1476 4.8623 0.0818
C -0.4052 -2.8620 1.1596
C -0.2053 -4.2473 1.2175
C 0.4812 -4.8750 0.1812
C 0.9583 -4.0887 -0.8619
H -0.9260 -2.3123 1.9414
H -0.6002 -4.7948 2.0736
H 0.6545 -5.9529 0.1826
H 1.5053 -4.5310 -1.6939
N 0.0143 -2.0941 0.1351
C 0.7184 -2.6962 -0.8539
C 1.2313 -1.8139 -1.9188
N 0.9431 -0.4929 -1.7878
C 1.4259 0.3684 -2.6972
C 2.4536 -1.4122 -3.9627
C 2.1804 -0.0416 -3.8013
H 1.1839 1.4190 -2.5154
H 2.5358 0.7098 -4.5114
C 1.9763 -2.3040 -3.0073
H 2.1619 -3.3722 -3.0964
H 3.0167 -1.7696 -4.8203
Sr -0.6966 0.6264 0.1748
I -2.3873 0.1462 2.7785
C 1.6057 2.0300 2.4134
O 1.0057 1.5044 1.2517
H 2.6440 2.3625 2.2456
H 1.6059 1.2703 3.2178
H 1.0079 2.8836 2.7568
```

Multiplicity: 1
Energy (eV): -27723.2007
Highest occupied orbital energy (Eh): -0.2785
ΔE to the lowest compared entry with this formula, charge and spin (kJ/mol): 0.0
Gap between HOMO and LUMO (Eh): 0.24728
Strongest force on any atom (Eh/bohr): 0.024

Results of the Mulliken charge analysis, in e, for atoms 1 through 6: -0.605 -0.788 0.295 0.265 0.038 0.212

---

Computed, not measured: a cluster of 3 separate species, C18H15N3O6 in total, with wB97M-V/def2-TZVPD.

The geometry in XYZ format:
```
42
C18H15N3O6, DFT wB97M-V/def2-TZVPD
O -13.1529 12.6427 11.4657
N -12.0402 12.1812 11.3588
O -11.5355 11.8465 10.3043
C -11.2506 12.0126 12.5851
C -9.9606 11.5323 12.4768
C -9.2200 11.3950 13.6428
C -9.7675 11.7790 14.8615
C -11.0664 12.2360 14.9510
C -11.8391 12.2822 13.8025
H -9.4733 11.3478 11.5311
H -8.1727 11.1316 13.5984
H -9.1479 11.6260 15.7378
H -11.5157 12.5250 15.8895
H -12.8509 12.6594 13.8253
O -14.4784 9.2834 6.9718
N -15.4638 9.9485 7.2064
O -16.5911 9.5054 7.3392
C -15.2986 11.3944 7.3441
C -16.1962 12.2532 6.7386
C -16.0396 13.6150 6.9016
C -14.9959 14.1152 7.6675
C -14.1217 13.2359 8.3021
C -14.2623 11.8685 8.1248
H -17.0133 11.8681 6.1423
H -16.7880 14.2735 6.4805
H -14.8291 15.1774 7.7862
H -13.3089 13.6370 8.8894
H -13.6166 11.2025 8.6835
O -19.7103 11.0457 2.4040
N -18.8763 10.8709 3.2798
O -18.8269 11.4916 4.3214
C -17.8661 9.8393 3.0539
C -17.0199 9.4979 4.0969
C -16.0539 8.5350 3.8899
C -15.9821 7.8768 2.6619
C -16.8705 8.1718 1.6407
C -17.7830 9.1934 1.8340
H -17.0948 10.0454 5.0235
H -15.3806 8.2378 4.6824
H -15.2871 7.0476 2.6012
H -16.7851 7.6853 0.6801
H -18.4961 9.4771 1.0692
```

Multiplicity: 1
Energy (eV): -35656.2826
Highest occupied orbital energy (Eh): -0.3588
ΔE to the lowest compared entry with this formula, charge and spin (kJ/mol): 0.0
SMILES: O=[N+]([O-])c1ccccc1.O=[N+]([O-])c1ccccc1.O=[N+]([O-])c1ccccc1
Gap between HOMO and LUMO (Eh): 0.33199
Strongest force on any atom (Eh/bohr): 0.018

Results of the natural (NBO) charge analysis, in e, for atoms 1 through 6: -0.373 0.535 -0.385 0.017 -0.185 -0.205

---

Computed, not measured: a structure of composition CHF5N3OP3 at a distorted geometry, with wB97M-V/def2-TZVPD.

The geometry in XYZ format:
```
14
CHF5N3OP3, DFT wB97M-V/def2-TZVPD
C 2.6532 -0.1865 1.2760
N -0.8672 -0.6015 1.3094
N -0.6501 -0.5519 -1.2427
N -1.3145 1.4692 -0.0482
O 3.0816 0.2522 2.2921
F 3.1886 0.0513 0.1442
F 0.1332 -2.4728 0.1549
F -0.8152 -1.4259 -2.3454
F -1.7764 2.7487 -0.2659
F -1.0121 1.3891 -2.6442
P -1.2315 -1.5778 0.0691
P -1.1274 0.9284 1.6261
P -1.8648 0.5784 -1.4582
H 1.6027 -0.6008 1.1329
```

Multiplicity: 3
Energy (eV): -49019.4464
⟨S²⟩: 2.0114
Highest occupied orbital energy (alpha / beta) (Eh): -0.2790 / -0.3964
ΔE to the lowest compared entry with this formula, charge and spin (kJ/mol): 0.0
Gap between HOMO and LUMO (alpha / beta) (Eh): 0.24167 / 0.22606
Strongest force on any atom (Eh/bohr): 0.084

Results of the natural (NBO) charge analysis, in e, for atoms 1 through 6: 0.726 -1.176 -0.601 -0.509 -0.532 -0.306

---

Computed, not measured: a structure of composition C6H10O at a distorted geometry, with wB97M-V/def2-TZVPD.

The geometry in XYZ format:
```
17
C6H10O, DFT wB97M-V/def2-TZVPD
C 2.0368 0.4107 0.1482
C 0.5700 0.0996 0.0916
C -0.0475 -1.2012 0.5923
C -0.8743 -0.9828 -0.6761
C -1.6799 0.2884 -0.3432
C -0.5285 1.1500 0.2413
O 0.2590 -0.4384 -1.3484
H 2.2490 1.4803 0.0501
H 2.3540 -0.1100 -0.7533
H 2.5884 -0.0029 0.9996
H -0.6275 -1.2142 1.5163
H 0.6937 -2.0041 0.5594
H -1.4181 -1.8119 -1.1341
H -2.4644 0.0656 0.3815
H -2.1130 0.7489 -1.2334
H -0.2577 2.0258 -0.3548
H -0.7400 1.4960 1.2631
```

Multiplicity: 1
Energy (eV): -8430.1813
Highest occupied orbital energy (Eh): -0.3515
ΔE to the lowest compared entry with this formula, charge and spin (kJ/mol): 102.2
Gap between HOMO and LUMO (Eh): 0.39057
Strongest force on any atom (Eh/bohr): 0.025

Results of the natural (NBO) charge analysis, in e, for atoms 1 through 6: -0.655 0.281 -0.446 0.085 -0.420 -0.434

---

Computed, not measured: an isolated molecule of C3H5NO2, with wB97M-V/def2-TZVPD.

The geometry in XYZ format:
```
11
C3H5NO2, DFT wB97M-V/def2-TZVPD
C -1.2479 -1.0299 0.9976
O 0.1612 -0.8780 1.1814
C 0.7733 -0.0800 0.3157
N 0.2022 0.4275 -0.6938
C 0.8650 1.3297 -1.5198
O 1.1198 2.4737 -1.2317
H -1.4699 -1.3708 -0.0162
H -1.7460 -0.0709 1.1636
H -1.5666 -1.7645 1.7369
H 1.8251 0.0498 0.5853
H 1.0839 0.9134 -2.5190
```

Multiplicity: 1
Energy (eV): -8776.3062
Highest occupied orbital energy (Eh): -0.3735
ΔE to the lowest compared entry with this formula, charge and spin (kJ/mol): 134.0
SMILES: CO/C=N/C=O
Gap between HOMO and LUMO (Eh): 0.40538
Strongest force on any atom (Eh/bohr): 0.009

Results of the natural (NBO) charge analysis, in e, for atoms 1 through 6: -0.269 -0.477 0.454 -0.572 0.531 -0.542